19
Properties=species:S:1:pos:R:3:forces:R:3 method="wB97M-V/def2-TZVPD" s_squared=0.753 energy_ev=-32102.7156 total_charge=-1 homo_ev="0.1 / -4.6" relative_energy_kcal_mol=20.7 spin_multiplicity=2
S 0.67282 2.90330 -2.77521 -3.072 -0.418 -1.655
S 1.98525 3.04969 -1.11306 1.920 -0.588 2.181
H -0.49107 2.57560 -2.05969 1.164 0.309 -0.793
H 2.27836 1.72511 -1.19473 0.039 0.602 0.275
H 1.15744 -0.03130 -2.98175 -0.711 -0.367 1.020
H 0.05202 -0.16189 -1.85872 0.514 0.011 -0.595
O 0.78705 -0.64227 -2.29795 0.148 0.412 -0.190
H -1.65789 -1.22238 2.48879 -0.414 -1.317 0.285
H -1.44798 -2.52106 3.31532 -0.265 0.245 -0.290
O -2.07043 -2.11615 2.69067 0.833 1.185 -0.029
H -2.43585 0.86051 -0.48572 -1.621 0.838 -0.326
H -1.38180 0.10000 0.06652 1.139 -0.426 0.753
O -1.56051 0.61854 -0.71105 0.634 -0.390 -0.430
H 0.89219 -2.61556 0.61506 0.436 1.446 0.070
H 1.52630 -1.42595 -0.20927 -0.648 -0.163 1.169
O 1.20777 -1.67753 0.70643 0.450 -1.644 -1.590
H 0.52378 -0.52087 1.73693 0.441 0.199 -0.256
H 0.13409 0.95990 2.24036 0.257 -0.362 -0.262
O -0.17155 0.14231 1.82709 -1.242 0.428 0.663


19
Properties=species:S:1:pos:R:3:forces:R:3 method="wB97M-V/def2-TZVPD" energy_ev=-32102.3801 total_charge=0 homo_ev=-8.9 relative_energy_kcal_mol=23.0
S -2.16062 -1.45819 2.43217 -0.758 0.058 -0.617
S -2.48259 -1.07974 0.36297 -1.382 -1.048 0.873
H -3.42208 -1.09912 2.76164 0.402 0.001 0.164
H -1.36388 -0.46339 0.32198 1.515 0.982 -0.468
O 0.45923 1.42592 2.65408 -2.318 -1.586 -0.360
H 0.32911 0.48256 2.32608 0.381 1.580 0.570
H -0.50607 1.65718 2.81935 1.835 -0.150 -0.195
O 2.70994 0.83392 0.56450 -2.737 -1.380 1.112
H 1.96075 0.20776 0.25293 1.817 1.049 0.262
H 2.32751 0.93523 1.48840 1.086 0.453 -1.392
O 0.68565 -1.14163 0.01743 0.763 -1.501 -0.091
H 0.61269 -1.04629 -0.95869 -0.286 -0.531 0.666
H 0.92111 -2.10452 0.19881 -0.456 1.944 -0.567
O 0.40356 1.54268 -2.30057 -1.372 0.396 -0.293
H 0.23263 2.47373 -2.10663 0.005 -0.283 -0.005
H 1.31826 1.41823 -2.14103 1.524 -0.087 0.358
O -0.53524 -1.05910 -2.58414 -1.418 -2.610 -0.678
H -0.33609 -0.18442 -2.80590 0.553 2.614 -0.418
H -1.15387 -1.34083 -3.30337 0.846 0.099 1.078


18
Properties=species:S:1:pos:R:3:forces:R:3 method="wB97M-V/def2-TZVPD" energy_ev=-12479.9730 total_charge=0 homo_ev=-10.2 relative_energy_kcal_mol=26.3
O 21.12379 -13.63702 2.40037 -0.339 0.032 -0.096
H 21.07480 -12.88537 2.99852 0.244 0.004 0.042
H 20.94945 -14.39631 2.96440 0.089 -0.019 0.012
O 16.80992 -9.79441 5.60091 -0.114 -0.108 -0.046
H 17.10901 -10.42097 4.92810 0.108 0.175 0.026
H 16.59678 -10.32598 6.37401 0.041 0.020 0.026
O 19.49300 -8.61630 5.52758 0.127 0.041 -0.006
H 19.99482 -9.43271 5.64593 -0.086 -0.021 0.008
H 18.57664 -8.88286 5.68265 -0.014 0.035 -0.004
O 22.97685 -13.20036 4.94485 -0.179 0.170 0.151
H 23.14188 -12.40176 5.45835 0.125 -0.002 -0.039
H 23.51846 -13.87505 5.36610 -0.024 -0.031 -0.026
O 18.02845 -11.76187 3.65746 -0.241 -0.132 -0.074
H 17.17087 -12.20261 3.67909 0.097 -0.131 -0.044
H 18.35282 -11.89480 2.75866 0.038 0.106 0.008
O 20.03598 -11.54671 5.67767 0.041 -0.063 -0.097
H 19.38311 -11.72397 4.98120 0.049 0.052 0.103
H 20.76805 -12.14504 5.49937 0.037 -0.128 0.055


18
Properties=species:S:1:pos:R:3:forces:R:3 method="wB97M-V/def2-TZVPD" energy_ev=-12479.7335 total_charge=0 homo_ev=-10.8 relative_energy_kcal_mol=31.8
O -0.96640 -0.16833 1.61953 0.290 -0.751 1.400
H -1.07994 -1.06403 1.97269 -0.214 -0.234 -0.767
H -0.74778 0.22528 2.48121 -0.090 0.986 -0.269
O -1.27572 1.69699 4.13622 -0.336 0.808 0.208
H -1.99629 2.34516 4.05106 0.046 -0.574 -0.295
H -0.69527 2.19228 4.72657 0.360 -0.364 -0.005
O -0.52076 0.64000 -0.91671 -0.306 0.007 -0.176
H -1.26935 0.09650 -0.64947 -0.129 0.068 -0.084
H -0.07575 0.74284 -0.07218 0.195 0.083 0.172
O 2.33782 0.18135 1.78463 -0.345 0.187 0.932
H 3.00293 0.42005 1.13908 -0.288 -0.410 -0.475
H 1.64270 -0.40134 1.45240 0.548 0.226 -0.496
O 1.19248 -0.16924 -2.86822 -0.461 0.566 0.554
H 1.67214 0.65933 -2.74590 0.349 -0.190 -0.411
H 0.43691 0.04403 -2.26845 0.366 -0.445 -0.242
O -0.79231 -2.31850 -3.93340 0.528 0.381 0.502
H -0.96513 -1.55952 -3.35765 -0.317 -0.153 -0.272
H 0.17753 -2.30238 -3.89339 -0.196 -0.190 -0.276


18
Properties=species:S:1:pos:R:3:forces:R:3 method="wB97M-V/def2-TZVPD" energy_ev=-12479.7035 total_charge=0 homo_ev=-10.5 relative_energy_kcal_mol=32.5
O 1.72264 0.71415 2.88020 0.319 0.209 0.605
H 1.34690 -0.14680 3.06409 -0.085 -0.189 -0.001
H 1.23782 1.02966 2.11756 0.009 -0.093 -0.408
O 2.52788 -1.54692 -2.95940 0.080 -0.252 -0.230
H 2.15755 -0.73905 -2.60383 -0.177 0.349 0.089
H 3.03050 -1.91966 -2.23506 0.145 -0.154 0.124
O 0.80157 0.69245 -2.37341 -0.086 -0.052 0.131
H 0.77663 1.57326 -1.99952 0.252 0.487 0.014
H 0.26090 0.75074 -3.16114 -0.133 -0.155 -0.337
O -2.29693 0.58985 0.55440 -0.085 0.209 -0.006
H -2.77377 1.17740 -0.03182 -0.309 0.277 -0.043
H -1.90509 -0.06247 -0.02626 -0.002 -0.509 -0.237
O 0.43397 0.68343 0.43266 0.289 0.134 0.068
H 0.48321 0.50410 -0.50631 0.204 -0.353 -0.275
H -0.48399 0.90686 0.58649 -0.351 0.251 0.291
O -2.24666 -1.54023 2.39726 0.217 -0.313 0.269
H -2.24801 -0.64507 2.05829 -0.123 0.295 0.004
H -2.82512 -2.02168 1.80581 -0.163 -0.139 -0.060


18
Properties=species:S:1:pos:R:3:forces:R:3 method="wB97M-V/def2-TZVPD" energy_ev=-12479.8817 total_charge=0 homo_ev=-10.6 relative_energy_kcal_mol=28.4
O -0.24414 2.39427 -2.37015 0.164 -0.134 -0.284
H -1.17152 2.32642 -2.62904 0.080 -0.035 0.105
H 0.24908 2.15470 -3.16459 -0.111 0.152 0.019
O -0.39378 0.21860 -0.50550 0.404 -0.145 0.603
H 0.14966 0.59751 -1.20766 -0.291 0.280 0.012
H 0.18150 0.20897 0.28545 -0.322 0.132 -0.493
O 1.69916 0.03232 1.36452 0.399 -0.227 0.309
H 2.59842 -0.01049 1.01179 -0.158 0.038 -0.004
H 1.71371 -0.53290 2.15145 -0.078 0.077 -0.155
O 0.23478 1.41641 3.51299 0.012 -0.092 -0.043
H 0.95679 1.40035 2.87275 -0.148 0.108 -0.030
H -0.56597 1.43331 2.97616 0.080 0.047 0.054
O -2.58821 -1.34161 -1.41027 0.126 0.317 0.152
H -2.46784 -2.17724 -0.95249 0.025 0.009 -0.063
H -1.88717 -0.75635 -1.05734 -0.208 -0.362 -0.141
O 0.71107 -2.62019 -0.58817 0.178 -0.223 0.146
H 0.00375 -3.00907 -0.06431 0.034 0.006 -0.056
H 0.82071 -1.73503 -0.22560 -0.187 0.053 -0.133


18
Properties=species:S:1:pos:R:3:forces:R:3 method="wB97M-V/def2-TZVPD" energy_ev=-12478.5072 total_charge=0 homo_ev=-10.4 relative_energy_kcal_mol=60.1
O 1.81189 -0.35100 0.41594 -4.884 -5.617 -5.626
H 2.29789 0.08500 0.97594 4.047 3.122 5.478
H 1.53489 -1.29500 0.64494 1.261 2.302 0.197
O -1.78611 -2.12200 1.28194 3.558 -2.048 -1.580
H -1.10111 -2.85800 1.49994 -2.160 1.982 -0.353
H -2.40311 -2.07100 1.96494 -1.469 -0.033 1.905
O -2.88911 0.87900 -2.00206 2.385 2.551 -0.654
H -2.25211 1.68700 -2.17806 -2.298 -2.034 0.338
H -2.19711 0.33300 -1.60806 -0.151 -0.398 0.247
O -0.79711 0.13200 -0.16906 -1.106 -3.136 0.233
H 0.17389 -0.08100 -0.14706 -1.220 0.362 0.146
H -1.31511 -0.74400 0.11994 1.824 2.451 -0.670
O 3.53589 0.51200 -2.05506 -0.413 -0.028 0.055
H 4.32589 0.38800 -1.54106 0.807 0.028 0.067
H 2.87089 0.20900 -1.42806 -0.407 -0.038 -0.109
O -0.71611 1.94000 1.76794 -0.638 -1.908 -1.405
H -1.14211 1.11100 1.23294 1.999 3.030 1.292
H 0.04789 2.24600 1.22394 -1.137 -0.590 0.437


18
Properties=species:S:1:pos:R:3:forces:R:3 method="wB97M-V/def2-TZVPD" energy_ev=-12478.3060 total_charge=0 homo_ev=-10.9 relative_energy_kcal_mol=64.7
O -0.88201 0.52977 -0.79988 -0.942 -0.606 0.587
H -0.66757 1.35555 -0.38321 0.517 0.794 0.081
H -1.57931 0.21061 -0.19132 0.519 -0.165 -0.695
O 2.00838 1.26335 1.37483 0.656 1.144 0.671
H 1.34760 1.36710 2.01860 -1.884 0.986 1.142
H 2.51263 0.55350 1.82939 0.109 0.644 -0.927
O -3.58823 -4.63815 -0.20872 0.559 -0.866 -2.910
H -3.47342 -4.86755 -1.20137 -0.327 0.097 2.477
H -3.65047 -3.69282 -0.29301 -0.285 0.842 0.369
O 0.93946 6.46395 -1.41975 -2.071 -2.073 -0.621
H 0.35657 5.63831 -1.24487 1.752 2.231 -0.193
H 1.47716 6.62057 -0.65735 0.326 -0.158 0.810
O 2.71843 -0.72653 0.83769 -1.204 -1.098 -0.883
H 2.19336 -0.25590 0.15425 -0.099 -0.207 1.042
H 3.39839 -1.02588 0.29486 2.328 -1.449 -1.029
O -0.73849 -2.80479 -0.25582 0.151 0.727 1.507
H -1.46332 -3.33955 -0.56583 -0.351 -0.456 0.064
H -0.90916 -2.65154 0.71151 0.246 -0.386 -1.493


18
Properties=species:S:1:pos:R:3:forces:R:3 method="wB97M-V/def2-TZVPD" energy_ev=-12473.9591 total_charge=0 homo_ev=-6.6 relative_energy_kcal_mol=165.0
H -0.36431 1.06599 -0.84312 0.106 -0.033 -0.021
H -1.09636 0.21783 -1.87014 0.076 0.073 -0.010
H 1.13990 -1.84812 2.01251 0.062 0.004 0.061
H 0.07045 -1.39458 2.99263 0.064 -0.029 0.060
H 1.19725 -3.48833 -2.07871 0.094 0.277 0.878
H 0.58567 -3.07526 -0.75004 0.743 0.088 0.789
H -1.93779 2.74643 3.54525 -0.029 -0.092 0.018
H -2.76443 2.45001 2.30475 -0.018 -0.059 0.091
H -0.91721 -2.39811 -2.45159 0.034 -0.491 -0.537
H 0.12743 -2.75681 -3.49566 -0.656 0.022 -0.274
H 2.22149 4.99115 0.74380 -0.007 -0.110 0.010
H 1.48170 4.56908 -0.51501 0.044 -0.084 0.041
O -0.21147 0.43668 -1.55699 -0.238 0.019 0.033
O 0.88777 -1.90285 2.94118 -0.121 0.053 -0.148
O 0.70370 -2.77512 -1.65832 11.148 2.624 11.135
O -2.51894 2.08068 3.16051 0.061 0.140 -0.119
O -0.41923 -3.14474 -2.80309 -11.305 -2.590 -11.951
O 1.81437 4.22606 0.32204 -0.059 0.187 -0.057


18
Properties=species:S:1:pos:R:3:forces:R:3 method="wB97M-V/def2-TZVPD" s_squared=0.757 energy_ev=-12469.2984 total_charge=+1 homo_ev="-15.5 / -15.3" relative_energy_kcal_mol=20.9 spin_multiplicity=2
O -0.54916 -1.48376 -0.73996 -0.915 0.441 0.495
H 0.17487 -0.99054 -1.14696 0.810 0.384 -0.393
H -1.28630 -0.78633 -0.63587 0.281 0.168 -0.243
O 0.04281 2.38801 -1.60853 -1.456 0.843 0.170
H 0.29557 2.20267 -2.50739 0.129 -0.061 -0.535
H 0.64451 1.90961 -1.04627 1.167 -0.432 0.255
O -1.91391 0.81004 -0.79507 0.792 -0.650 0.442
H -1.27150 1.56990 -0.92524 -0.367 -0.151 -0.565
H -2.81706 1.10631 -0.90324 -0.350 0.249 -0.062
O 1.63235 0.66530 -0.45616 -2.175 -0.778 0.129
H 1.31914 0.52212 0.46726 0.400 0.044 0.038
H 2.54305 0.83813 -0.39575 2.045 0.325 0.044
O 0.94048 -0.05053 2.00609 1.470 -0.297 -1.311
H 0.37906 0.45240 2.55582 -1.165 0.808 1.179
H 0.49728 -0.86646 1.74443 -0.394 -0.212 0.518
O -0.21354 -2.40739 1.61683 -3.260 3.664 -0.542
H -0.32088 -2.28955 0.65962 0.092 -1.062 -0.557
H 0.33010 -3.04156 1.94801 2.897 -3.284 0.938